(1)
The molecule C5H6N2S at a distorted geometry. Source: the Open Molecules 2025 dataset; level of theory: ωB97M-V/def2-TZVPD.

Its LUMO energy is -0.577 eV. For the HOMO energy, the calculation gives -9.116 eV. The SMILES is N#CCN1CC(=S)C1. The total charge is 0. The HOMO-LUMO gap is 0.3138 hartree.

Geometry as XYZ:
```
14
C5H6N2S | the Open Molecules 2025 dataset | ωB97M-V/def2-TZVPD
N 1.179 3.200 1.092
C 0.296 2.342 1.035
C -0.573 1.152 0.525
N 0.086 0.403 -0.406
C 1.027 -0.674 0.103
C 0.250 -1.647 -0.789
S 0.627 -3.174 -1.176
C -0.815 -0.652 -0.894
H -0.738 0.414 1.424
H -1.559 1.720 0.213
H 0.957 -1.161 1.112
H 2.156 -0.441 0.059
H -1.175 -0.570 -1.999
H -1.718 -0.912 -0.299
```

(2)
A structure of composition C5H6N2S at a distorted geometry. Source: the Open Molecules 2025 dataset; level of theory: ωB97M-V/def2-TZVPD.

Its LUMO energy (alpha / beta) is 0.055 / 0.056 eV. For the HOMO energy (alpha / beta), the calculation gives -7.606 / -7.606 eV. The total charge is 0. The HOMO-LUMO gap (alpha / beta) is 0.2815 / 0.2816 hartree.

Geometry as XYZ:
```
14
C5H6N2S | the Open Molecules 2025 dataset | ωB97M-V/def2-TZVPD
C -1.735 -0.323 0.245
C -1.636 -1.160 -0.902
C -0.441 -0.124 0.668
C 0.361 0.405 1.685
C 1.693 -0.393 -0.277
N -0.336 -1.299 -1.290
N 0.373 -0.752 -0.298
S 2.018 0.266 1.265
H -2.517 -0.105 0.909
H -2.426 -1.529 -1.566
H 0.106 1.202 2.388
H 0.706 2.035 -0.791
H 1.316 2.470 -1.136
H 2.517 -0.694 -0.901
```

(3)
The molecule C5H6N2S at a distorted geometry. Source: the Open Molecules 2025 dataset; level of theory: ωB97M-V/def2-TZVPD.

Its LUMO energy is -0.925 eV. For the HOMO energy, the calculation gives -7.369 eV. The total charge is 0. The HOMO-LUMO gap is 0.2368 hartree.

Geometry as XYZ:
```
14
C5H6N2S | the Open Molecules 2025 dataset | ωB97M-V/def2-TZVPD
C -1.505 -0.449 0.831
C -0.530 -0.425 -1.700
C 0.741 -0.597 -1.845
C 0.962 -0.444 0.981
C -0.315 0.280 0.911
N -2.497 -1.039 0.867
N -0.354 1.639 1.031
S 1.974 -0.405 -0.595
H -1.426 -0.476 -2.269
H 1.273 -0.839 -2.762
H 1.644 0.005 1.705
H 0.802 -1.498 1.209
H 0.470 2.158 0.775
H -1.239 2.089 0.861
```

(4)
The molecule C5H6N2S at a distorted geometry. Source: the Open Molecules 2025 dataset; level of theory: ωB97M-V/def2-TZVPD.

Its LUMO energy is 0.837 eV. For the HOMO energy, the calculation gives -8.278 eV. The SMILES is c1csc(N2CC2)n1. The total charge is 0. The HOMO-LUMO gap is 0.3350 hartree.

Geometry as XYZ:
```
14
C5H6N2S | the Open Molecules 2025 dataset | ωB97M-V/def2-TZVPD
C 2.146 1.141 0.050
C 2.720 -0.071 0.210
S 1.513 -1.324 0.099
C 0.292 -0.010 -0.280
N -0.980 -0.291 -0.657
C -2.218 0.229 -0.116
C -1.830 -1.147 0.112
N 0.819 1.162 -0.115
H 2.771 2.123 0.062
H 3.741 -0.214 0.204
H -2.890 0.531 -0.844
H -2.356 1.015 0.704
H -1.357 -1.308 1.114
H -2.373 -1.837 -0.543
```

(5)
The molecule C5H6N2S at a distorted geometry. Source: the Open Molecules 2025 dataset; level of theory: ωB97M-V/def2-TZVPD.

Its LUMO energy is 0.277 eV. For the HOMO energy, the calculation gives -8.707 eV. The SMILES is N#C[C@H]1CCNC1=S. The total charge is 0. The HOMO-LUMO gap is 0.3302 hartree.

Geometry as XYZ:
```
14
C5H6N2S | the Open Molecules 2025 dataset | ωB97M-V/def2-TZVPD
N 1.649 -2.897 -0.373
C 0.824 -2.091 -0.014
C 0.194 -0.841 0.380
C 1.036 0.407 -0.145
C -0.054 1.498 0.000
N -1.245 0.749 -0.462
C -1.249 -0.563 -0.136
S -2.478 -1.726 -0.054
H 0.108 -0.805 1.483
H 1.816 0.577 0.561
H 1.454 0.125 -1.170
H 0.269 2.343 -0.616
H -0.180 1.870 1.046
H -2.143 1.355 -0.498
```

(6)
The molecule C5H6N2Se at a distorted geometry. Source: the Open Molecules 2025 dataset; level of theory: ωB97M-V/def2-TZVPD.

Its LUMO energy is 0.337 eV. For the HOMO energy, the calculation gives -8.405 eV. The SMILES is C[Se]c1cnccn1. The total charge is 0. The HOMO-LUMO gap is 0.3212 hartree.

Geometry as XYZ:
```
14
C5H6N2Se | the Open Molecules 2025 dataset | ωB97M-V/def2-TZVPD
C -0.875 -1.907 -2.120
Se 0.434 -2.032 -0.596
C 0.263 -0.344 0.270
C -0.660 0.741 0.108
N -0.455 1.931 0.643
C 0.498 2.056 1.598
C 1.334 0.936 1.919
N 1.234 -0.238 1.280
H -1.403 -2.855 -2.162
H -1.447 -1.096 -1.743
H -0.474 -1.750 -3.182
H -1.378 0.646 -0.659
H 0.753 2.973 1.994
H 2.176 0.939 2.648
```

(7)
A cluster of 2 separate species, C5H6N3O2 in total at a distorted geometry. Source: the Open Molecules 2025 dataset; level of theory: ωB97M-V/def2-TZVPD.

Its LUMO energy is 3.873 eV. For the HOMO energy, the calculation gives -4.327 eV. The total charge is -1. The HOMO-LUMO gap is 0.3013 hartree.

Geometry as XYZ:
```
16
C5H6N3O2 | the Open Molecules 2025 dataset | ωB97M-V/def2-TZVPD
C 0.683 0.548 -0.297
C -0.377 1.225 -0.113
C 0.835 -0.946 -0.451
C -2.555 -0.329 0.124
C 1.952 1.381 -0.374
N -3.110 -0.089 -0.848
N 0.151 -1.684 0.420
N -1.988 -0.654 1.260
O -1.086 2.148 -0.153
O 1.645 -1.294 -1.313
H 2.447 1.179 -1.316
H 2.630 1.008 0.565
H 1.740 2.504 -0.476
H 0.277 -2.676 0.213
H -2.264 -1.585 1.523
H -0.979 -0.736 1.237
```

(8)
The ion C5H6N3O5S with charge -1 at a distorted geometry. Source: the Open Molecules 2025 dataset; level of theory: ωB97M-V/def2-TZVPD.

Its LUMO energy is 3.308 eV. For the HOMO energy, the calculation gives -4.990 eV. The total charge is -1. The HOMO-LUMO gap is 0.3050 hartree.

Geometry as XYZ:
```
20
C5H6N3O5S | the Open Molecules 2025 dataset | ωB97M-V/def2-TZVPD
C -3.550 -2.111 0.719
C -1.815 2.840 -0.537
C 0.348 0.406 -1.103
C 0.089 1.070 0.198
C -1.209 0.388 -1.269
N -3.878 -1.081 0.146
N -1.322 1.229 -0.102
N -3.826 0.275 0.356
O -2.630 2.670 -1.378
O -3.703 -3.236 1.035
O -1.099 3.635 -0.044
O -1.881 -0.172 1.968
O -2.768 2.001 1.820
S -2.576 0.776 1.122
H 0.931 1.169 -1.652
H 0.546 -0.682 -1.172
H 0.185 0.562 1.183
H 0.573 2.090 0.170
H -1.825 0.974 -2.096
H -1.564 -0.651 -1.309
```